1.
Density functional theory data (ωB97M-V/def2-TZVPD) for 12 unconnected molecules or ions with the total composition C68H148B4F16N8O4 in a non-equilibrium geometry.

Positions of all 248 atoms, in Å:
C -9.67 -2.52 -2.24
C -9.30 -4.01 -2.21
C -8.19 -4.21 -3.34
C -7.50 -5.54 -3.09
C -6.86 -5.75 -1.71
C -7.27 -4.77 -0.62
N -8.74 -4.22 -0.83
O -9.47 -3.97 0.11
C -6.36 -3.48 -0.57
C -7.23 -5.40 0.69
C -10.52 -4.96 -2.39
H -10.03 -2.27 -3.22
H -8.84 -1.88 -2.01
H -10.47 -2.31 -1.53
H -7.50 -3.39 -3.28
H -8.79 -4.14 -4.25
H -6.70 -5.69 -3.83
H -8.25 -6.32 -3.26
H -5.77 -5.76 -1.75
H -7.18 -6.78 -1.42
H -5.38 -3.70 -0.19
H -6.80 -2.72 0.08
H -6.27 -3.04 -1.57
H -6.24 -5.82 0.85
H -7.94 -6.20 0.74
H -7.43 -4.71 1.50
H -10.95 -4.91 -3.37
H -11.24 -4.72 -1.62
H -10.31 -6.03 -2.27
C 0.74 5.39 1.55
C 0.39 6.69 2.33
C -0.90 6.53 3.17
C -0.83 5.79 4.51
C 0.11 6.61 5.33
C 1.57 6.53 4.79
N 1.61 6.96 3.33
O 2.48 7.64 2.98
C 2.17 5.08 4.76
C 2.42 7.46 5.56
C 0.19 7.89 1.42
H 1.77 5.32 1.20
H 0.10 5.49 0.66
H 0.43 4.49 2.09
H -1.74 6.27 2.51
H -1.19 7.55 3.42
H -0.40 4.82 4.28
H -1.82 5.60 4.94
H 0.27 6.39 6.37
H -0.15 7.65 5.31
H 2.26 4.67 5.76
H 3.14 5.17 4.32
H 1.63 4.39 4.14
H 3.48 7.47 5.28
H 2.34 7.18 6.61
H 2.07 8.46 5.47
H 0.83 7.91 0.54
H 0.29 8.80 1.97
H -0.85 7.87 1.11
C 6.47 -1.13 -1.70
C 7.21 -2.55 -1.56
C 7.00 -3.31 -0.20
C 5.53 -3.64 0.04
C 5.25 -4.71 -0.99
C 5.34 -4.26 -2.44
N 6.63 -3.37 -2.70
O 7.17 -3.36 -3.63
C 4.27 -3.22 -2.80
C 5.50 -5.44 -3.34
C 8.69 -2.43 -1.80
H 5.53 -1.04 -1.16
H 6.34 -0.83 -2.77
H 7.21 -0.40 -1.34
H 7.42 -2.55 0.49
H 7.53 -4.28 -0.16
H 4.90 -2.80 -0.12
H 5.41 -4.01 1.04
H 4.23 -5.07 -0.92
H 5.94 -5.56 -0.82
H 3.34 -3.68 -3.11
H 4.61 -2.65 -3.66
H 4.03 -2.62 -1.92
H 5.36 -5.22 -4.37
H 4.81 -6.22 -3.03
H 6.51 -5.84 -3.23
H 9.17 -2.26 -0.83
H 8.92 -1.63 -2.51
H 9.11 -3.36 -2.20
C 5.45 3.01 5.52
C 6.97 2.74 5.50
C 7.72 4.05 5.84
N 9.20 4.11 5.47
C 9.76 5.39 6.00
C 9.86 5.40 7.50
C 10.60 4.21 8.15
C 9.95 2.90 7.59
C 9.97 3.00 6.09
C 9.37 4.06 4.01
H 5.15 3.68 6.31
H 4.91 2.06 5.59
H 5.12 3.43 4.59
H 7.32 2.26 4.58
H 7.23 2.00 6.30
H 7.73 4.34 6.90
H 7.24 4.87 5.32
H 9.12 6.22 5.67
H 10.69 5.53 5.46
H 8.86 5.56 7.88
H 10.30 6.37 7.77
H 10.64 4.25 9.22
H 11.66 4.20 7.84
H 8.93 2.72 7.95
H 10.54 2.02 7.85
H 9.69 2.11 5.51
H 11.02 3.14 5.79
H 8.77 4.87 3.64
H 9.02 3.07 3.69
H 10.44 4.17 3.75
C -2.51 -5.87 -1.50
C -2.01 -5.49 -2.98
C -3.07 -4.85 -3.80
N -2.71 -4.22 -5.11
C -2.34 -5.35 -6.04
C -2.25 -4.99 -7.50
C -3.51 -4.31 -7.92
C -3.83 -3.08 -7.06
C -3.92 -3.43 -5.58
C -1.56 -3.29 -5.01
H -1.54 -6.22 -1.00
H -3.32 -6.60 -1.39
H -2.76 -4.91 -1.06
H -1.61 -6.35 -3.51
H -1.20 -4.79 -2.91
H -3.46 -4.01 -3.22
H -3.78 -5.66 -3.95
H -3.10 -6.14 -5.91
H -1.40 -5.77 -5.67
H -2.16 -5.95 -8.05
H -1.34 -4.49 -7.78
H -4.36 -4.98 -7.84
H -3.43 -4.10 -8.98
H -4.79 -2.64 -7.32
H -3.15 -2.29 -7.31
H -4.85 -3.99 -5.40
H -3.91 -2.60 -4.85
H -1.51 -2.94 -6.04
H -0.65 -3.83 -4.87
H -1.82 -2.52 -4.31
C -1.97 3.11 0.18
C -3.02 2.05 -0.12
C -4.38 2.78 -0.04
N -5.70 1.94 0.05
C -6.85 2.95 -0.04
C -6.93 3.54 -1.48
C -6.94 2.57 -2.61
C -5.85 1.54 -2.43
C -5.68 0.91 -1.05
C -5.70 1.34 1.35
H -2.24 3.78 1.00
H -1.94 3.82 -0.68
H -0.98 2.68 0.35
H -3.05 1.27 0.64
H -2.86 1.55 -1.10
H -4.54 3.42 -0.88
H -4.48 3.38 0.87
H -6.75 3.60 0.82
H -7.73 2.29 0.10
H -6.22 4.37 -1.50
H -7.89 4.04 -1.48
H -6.83 3.07 -3.57
H -7.92 2.08 -2.54
H -4.91 2.05 -2.72
H -5.99 0.69 -3.08
H -4.84 0.24 -0.96
H -6.55 0.25 -0.87
H -5.51 2.13 2.09
H -4.95 0.52 1.45
H -6.70 0.91 1.42
C -2.42 0.50 3.97
C -1.35 -0.62 3.68
C -0.96 -0.64 2.20
N 0.06 -1.67 1.82
C -0.40 -3.04 2.08
C 0.45 -4.14 1.52
C 0.67 -3.92 0.01
C 1.30 -2.55 -0.25
C 0.35 -1.50 0.33
C 1.29 -1.32 2.54
H -2.00 1.50 3.85
H -2.53 0.44 5.05
H -3.39 0.45 3.49
H -1.88 -1.58 3.92
H -0.53 -0.65 4.39
H -0.46 0.29 1.89
H -1.80 -0.80 1.52
H -1.40 -3.00 1.66
H -0.48 -3.08 3.16
H -0.05 -5.10 1.57
H 1.40 -4.13 2.06
H -0.27 -4.04 -0.52
H 1.21 -4.72 -0.45
H 1.34 -2.40 -1.30
H 2.32 -2.33 0.10
H -0.62 -1.60 -0.18
H 0.82 -0.51 0.27
H 2.13 -1.67 1.97
H 1.30 -1.80 3.52
H 1.41 -0.29 2.67
C 1.30 3.34 -3.88
N 1.14 2.21 -2.97
C 0.68 2.73 -1.67
C 0.23 1.22 -3.48
C 2.49 1.60 -2.78
C 3.12 0.98 -3.98
O 2.64 -0.36 -4.16
H 2.06 4.00 -3.47
H 0.31 3.77 -4.03
H 1.72 2.98 -4.83
H -0.23 3.23 -1.88
H 1.44 3.41 -1.41
H 0.63 1.85 -1.03
H 0.47 0.85 -4.45
H -0.77 1.62 -3.44
H 0.20 0.41 -2.77
H 2.38 0.85 -2.01
H 3.09 2.35 -2.29
H 4.22 0.95 -3.81
H 2.97 1.45 -4.95
H 3.09 -0.66 -5.00
B 2.58 2.21 1.33
F 2.98 3.03 0.21
F 3.04 2.72 2.57
F 1.17 2.23 1.34
F 3.04 0.89 1.22
B -2.74 -1.45 -1.75
F -3.07 -1.25 -0.38
F -1.97 -2.63 -1.88
F -3.96 -1.61 -2.54
F -1.96 -0.36 -2.23
B 1.31 -5.23 -3.27
F 1.20 -3.94 -2.63
F 0.91 -6.24 -2.38
F 0.51 -5.18 -4.39
F 2.69 -5.38 -3.69
B -4.94 5.44 2.07
F -5.43 6.49 2.73
F -5.24 4.20 2.77
F -5.44 5.40 0.74
F -3.47 5.49 1.96

net charge = +4
LUMO = -9.3 eV
HOMO energy = -17.005 eV
largest force on an atom = 12.9 eV/A
frontier orbital gap = 7.68 eV



2.
Density functional theory data (ωB97M-V/def2-TZVPD) for 12 unconnected molecules or ions with the total composition C3H30O11S2 in a non-equilibrium geometry.

Positions of all 46 atoms, in Å:
C -3.03 -0.91 -1.69
C -3.28 -0.09 -0.43
S -2.00 -0.08 0.77
S -2.37 1.46 1.99
C -1.96 2.87 0.95
H -3.34 -0.30 -2.55
H -3.68 -1.77 -1.79
H -1.98 -1.10 -1.90
H -3.75 0.89 -0.60
H -4.19 -0.51 0.01
H -2.27 2.64 -0.06
H -2.35 3.82 1.30
H -0.88 3.05 1.01
H 1.74 -0.47 1.12
H 2.21 -0.87 2.52
O 1.65 -0.22 2.07
H -0.53 2.70 -2.98
H -1.68 1.98 -2.32
O -1.40 2.33 -3.17
H 3.44 -2.63 -0.46
H 4.37 -1.64 -1.13
O 4.32 -2.26 -0.40
H 1.18 -0.65 -1.29
H 0.83 -1.81 -0.25
O 1.47 -1.18 -0.53
H -1.53 -3.39 1.71
H -2.57 -3.82 0.88
O -1.60 -3.85 0.85
H 1.85 1.43 -2.71
H 0.78 0.74 -3.55
O 1.02 0.93 -2.63
H -0.06 -3.98 -2.06
H -1.06 -3.32 -0.86
O -0.58 -3.28 -1.69
H 4.01 -0.03 -0.22
H 2.72 0.75 -0.77
O 3.39 0.69 -0.09
H 0.08 -0.81 2.64
H -0.67 -1.15 4.02
O -0.49 -1.43 3.12
H 0.96 2.68 1.04
H 1.49 3.41 2.14
O 0.96 3.60 1.34
H 3.49 2.13 1.71
H 2.40 1.32 2.45
O 2.92 2.14 2.48

net charge = +1
LUMO (alpha / beta) = -3.7 / -7.8 eV
⟨S²⟩ = 0.7555
HOMO energy (alpha / beta) = -13.326 / -13.320 eV
largest force on an atom = 2.5 eV/A
frontier orbital gap (alpha / beta) = 9.60 / 5.48 eV
2S+1 = 2



3.
Density functional theory data (ωB97M-V/def2-TZVPD) for 2 unconnected molecules or ions with the total composition C6H10F2O2 in a non-equilibrium geometry.

Positions of all 20 atoms, in Å:
C -3.37 0.34 0.03
C -2.01 0.03 -0.59
C -1.03 -0.14 0.49
C -0.06 -1.00 0.56
F 0.29 -1.89 -0.32
F 0.63 -1.15 1.67
H -3.22 0.89 1.05
H -3.95 -0.58 0.17
H -3.93 1.03 -0.60
H -2.05 -0.83 -1.17
H -1.75 0.83 -1.28
H -0.96 0.58 1.43
C 3.28 0.37 0.70
O 1.94 0.33 0.13
C 1.84 0.06 -1.18
O 0.94 0.38 -1.87
H 3.95 0.35 -0.15
H 3.48 -0.35 1.47
H 3.19 1.32 1.07
H 2.79 -0.58 -1.64

LUMO = 0.9 eV
SMILES string = CCC=C(F)F.COC=O
HOMO energy = -8.952 eV
largest force on an atom = 3.3 eV/A
frontier orbital gap = 9.85 eV
energy above the lowest of the compared OMol25 structures with the same formula, charge and spin = 43.6 kJ/mol